P) {
  "formula": "C4H12N2S",
  "method": "the ωB97M-V functional and the def2-TZVPD basis",
  "e_lumo_ev": [-4.016, -9.044],
  "charge": 1,
  "molar_mass_g_mol": 120.22,
  "homo_ev": [-12.87, -12.82],
  "spin_multiplicity": 2,
  "elements": ["C", "C", "N", "H", "H", "H", "H", "H", "C", "C", "S", "N", "H", "H", "H", "H", "H", "H", "H"],
  "positions_angstrom": [[0.5159, 3.2676, -2.4637], [0.2115, 1.5914, -0.8829], [0.8376, 2.6265, -1.1996], [0.1897, 4.2818, -2.2511], [-0.2674, 2.7455, -3.0234], [1.4166, 3.3094, -3.0726], [0.4233, 1.1299, 0.0863], [-0.5698, 1.1360, -1.5004], [-1.1025, -1.5933, 0.0856], [0.2261, -1.6403, 0.8418], [0.1297, -0.9000, 2.4764], [-0.8593, -2.1233, -1.2371], [-1.8794, -2.1337, 0.6300], [-1.4458, -0.5574, 0.0544], [0.5009, -2.6821, 1.1013], [1.0821, -1.2341, 0.2973], [1.4621, -0.8582, 2.6978], [-1.4108, -2.9469, -1.4319], [-1.0344, -1.4284, -1.9516]],
  "mulliken_charge": [-0.646, 0.012, -0.301, 0.252, 0.309, 0.247, 0.120, 0.037, -0.533, -0.616, 0.255, -0.528, 0.438, 0.320, 0.439, 0.427, 0.295, 0.239, 0.235]
}



Q) {
  "formula": "C4H12N2S",
  "method": "the ωB97M-V functional and the def2-TZVPD basis",
  "e_lumo_ev": [-3.105, -8.105],
  "charge": 1,
  "molar_mass_g_mol": 120.22,
  "homo_ev": [-13.59, -13.16],
  "spin_multiplicity": 2,
  "elements": ["C", "N", "C", "C", "S", "C", "N", "H", "H", "H", "H", "H", "H", "H", "H", "H", "H", "H", "H"],
  "positions_angstrom": [[-1.4428, -0.1451, 0.4022], [-0.3270, -0.6970, -0.2556], [1.0256, -0.3878, 0.1664], [2.0059, -1.0561, -0.7741], [1.8065, -2.8585, -0.7133], [-1.2675, 1.3520, 0.9167], [-1.0059, 2.3395, -0.1318], [-1.7455, -0.7670, 1.2515], [-2.3257, -0.0476, -0.2182], [0.7867, -2.8861, 0.1543], [1.1865, 0.6874, 0.0988], [1.1721, -0.7814, 1.1621], [3.0112, -0.7670, -0.4839], [1.8531, -0.6925, -1.7940], [-2.2579, 1.6601, 1.2482], [-0.5055, 1.4035, 1.6847], [-1.5757, 2.0705, -0.9360], [-0.3357, -0.6923, -1.2768], [-0.0583, 2.2653, -0.5010]],
  "mulliken_charge": [-0.692, 0.118, -0.738, -0.687, -0.100, -0.578, -0.501, 0.266, 0.476, 0.146, 0.390, 0.429, 0.399, 0.416, 0.369, 0.400, 0.269, 0.344, 0.274]
}



Decreasing stability: Q), P)



P) {
  "formula": "C3H3ClO2",
  "method": "the ωB97M-V functional and the def2-TZVPD basis",
  "e_lumo_ev": -0.332,
  "smiles": "CC(=O)C(=O)Cl",
  "molar_mass_g_mol": 106.51,
  "homo_ev": -10.16,
  "elements": ["C", "C", "O", "C", "O", "Cl", "H", "H", "H"],
  "positions_angstrom": [[-1.1141, 0.0645, 0.2432], [0.1389, -0.7074, -0.3069], [0.2092, -1.8800, -0.4817], [1.2084, 0.4350, -0.2878], [1.2200, 1.4195, -0.9770], [2.4717, 0.1623, 0.8282], [-2.1220, -0.3841, -0.2543], [-0.9751, 1.1551, -0.0617], [-1.0370, -0.2648, 1.2981]],
  "mulliken_charge": [-0.815, 0.517, -0.451, 0.430, -0.412, -0.145, 0.273, 0.332, 0.272]
}



Q) {
  "formula": "C3H3ClO2",
  "method": "the ωB97M-V functional and the def2-TZVPD basis",
  "e_lumo_ev": -0.181,
  "smiles": "O=C(O)/C=C/Cl",
  "molar_mass_g_mol": 106.51,
  "homo_ev": -10.60,
  "elements": ["O", "C", "O", "C", "C", "Cl", "H", "H", "H"],
  "positions_angstrom": [[1.7846, 1.2765, 0.0301], [1.5274, 0.0825, 0.0130], [2.5893, -0.8483, -0.0539], [0.1918, -0.4049, 0.0129], [-0.8033, 0.4354, -0.0460], [-2.4850, -0.1441, 0.0030], [2.2036, -1.7004, 0.1888], [0.1759, -1.4507, 0.1042], [-0.6218, 1.4981, -0.0326]],
  "mulliken_charge": [-0.532, 0.795, -0.443, -0.377, -0.221, -0.159, 0.294, 0.243, 0.400]
}



Decreasing stability: Q), P)



P) {
  "formula": "C5H12N",
  "method": "the ωB97M-V functional and the def2-TZVPD basis",
  "e_lumo_ev": -3.660,
  "smiles": "C=CCCC[NH3+]",
  "charge": 1,
  "molar_mass_g_mol": 86.16,
  "homo_ev": -13.63,
  "elements": ["C", "C", "C", "C", "C", "N", "H", "H", "H", "H", "H", "H", "H", "H", "H", "H", "H", "H"],
  "positions_angstrom": [[-1.2198, 0.9874, 1.7429], [-1.1771, -0.2989, 1.3976], [-0.9942, -0.7234, -0.0615], [0.3619, -1.1737, -0.5231], [1.1289, -0.2181, -1.4348], [1.4339, 1.1253, -0.7482], [-1.1249, 1.7294, 0.9520], [-1.1420, 1.2887, 2.7782], [-0.9608, -1.0287, 2.1725], [-1.7476, -1.5196, -0.1713], [-1.5522, 0.0098, -0.6590], [0.2872, -2.0083, -1.2060], [1.0319, -1.5271, 0.2676], [0.5558, 0.0595, -2.3157], [2.1411, -0.6100, -1.5597], [2.0368, 1.0146, 0.0656], [1.7382, 1.7997, -1.4551], [0.5242, 1.4697, -0.4188]],
  "mulliken_charge": [-0.757, -0.051, -0.949, -0.485, -0.696, -0.224, 0.274, 0.253, 0.351, 0.335, 0.530, 0.300, 0.446, 0.384, 0.369, 0.377, 0.394, 0.151]
}



Q) {
  "formula": "C5H12N",
  "method": "the ωB97M-V functional and the def2-TZVPD basis",
  "e_lumo_ev": -6.485,
  "charge": 1,
  "molar_mass_g_mol": 86.16,
  "homo_ev": -12.35,
  "elements": ["C", "C", "C", "C", "C", "N", "H", "H", "H", "H", "H", "H", "H", "H", "H", "H", "H", "H"],
  "positions_angstrom": [[1.3186, -0.1307, 1.1908], [2.2477, -0.3211, 0.0242], [1.7701, 0.6622, -1.0231], [0.4332, 0.0219, -1.3001], [-0.3509, -0.1698, -0.3249], [-4.2646, 0.0505, 0.5565], [0.2668, 0.2142, 0.7324], [1.1553, -1.0507, 1.7236], [1.6822, 0.6496, 1.8606], [3.2260, 0.0723, 0.3177], [2.4070, -1.3450, -0.2934], [1.6365, 1.6158, -0.5255], [2.4264, 0.7709, -1.8789], [0.2668, -0.4438, -2.2674], [-1.4007, -0.3661, -0.3812], [-3.3040, 0.0090, 0.3824], [-4.6123, -0.4001, 1.3929], [-4.9040, 0.1609, -0.1869]],
  "mulliken_charge": [-0.405, -0.473, -0.507, -0.451, -0.196, -0.536, 0.197, 0.383, 0.357, 0.302, 0.346, 0.307, 0.346, 0.389, 0.348, 0.189, 0.203, 0.200]
}



Decreasing stability: P), Q)



P) {
  "formula": "C5H12N",
  "method": "the ωB97M-V functional and the def2-TZVPD basis",
  "e_lumo_ev": -3.576,
  "smiles": "C/C=C(/[NH3+])CC",
  "charge": 1,
  "molar_mass_g_mol": 86.16,
  "homo_ev": -14.15,
  "elements": ["C", "C", "C", "N", "C", "C", "H", "H", "H", "H", "H", "H", "H", "H", "H", "H", "H", "H"],
  "positions_angstrom": [[-1.4069, 2.3550, 0.4784], [-0.4967, 1.1329, 0.8022], [0.0555, -0.0562, 0.3290], [0.9137, -0.8536, 1.2748], [-0.3597, -0.9028, -0.9107], [0.9032, -1.4279, -1.6658], [-2.0203, 2.1457, -0.3102], [-1.8530, 2.8010, 1.3396], [-0.6273, 3.0016, 0.2024], [-0.0244, 1.1792, 1.8067], [0.6484, -1.7993, 1.2002], [0.7622, -0.3485, 2.2252], [1.8715, -0.6769, 0.9123], [-0.9982, -1.6459, -0.6186], [-1.0906, -0.3062, -1.4469], [1.1344, -0.7142, -2.4481], [0.7379, -2.3846, -2.0942], [1.8504, -1.4992, -1.0764]],
  "mulliken_charge": [-1.218, -0.471, 0.631, -0.232, -0.718, -0.963, 0.378, 0.338, 0.343, 0.094, 0.344, 0.401, 0.377, 0.406, 0.378, 0.297, 0.337, 0.277]
}



Q) {
  "formula": "C5H12N",
  "method": "the ωB97M-V functional and the def2-TZVPD basis",
  "e_lumo_ev": -3.758,
  "smiles": "C=C(C)[C@@H](C)[NH3+]",
  "charge": 1,
  "molar_mass_g_mol": 86.16,
  "homo_ev": -13.77,
  "elements": ["C", "C", "C", "C", "C", "N", "H", "H", "H", "H", "H", "H", "H", "H", "H", "H", "H", "H"],
  "positions_angstrom": [[2.0089, -0.8553, -0.5938], [0.9827, -0.0459, -0.2845], [1.1314, 1.0663, 0.7160], [-0.4695, -0.4496, -0.5130], [-1.2365, -0.9317, 0.8226], [-1.2844, 0.7546, -0.8086], [1.8572, -1.6980, -1.2868], [2.9537, -0.6657, -0.2108], [1.1027, 1.9526, 0.0972], [2.1092, 1.0289, 1.2387], [0.2406, 1.2081, 1.2732], [-0.4073, -1.3032, -1.3143], [-0.7881, -0.6750, 1.6923], [-1.2742, -2.0001, 0.9070], [-2.2025, -0.5905, 0.9056], [-1.2084, 1.0953, -1.7467], [-1.2431, 1.4849, 0.0100], [-2.2723, 0.6244, -0.9042]],
  "mulliken_charge": [-1.038, 0.978, -1.553, -0.067, -1.453, -0.331, 0.248, 0.312, 0.430, 0.384, 0.339, 0.419, 0.427, 0.372, 0.499, 0.314, 0.388, 0.333]
}



R) {
  "formula": "C5H12N",
  "method": "the ωB97M-V functional and the def2-TZVPD basis",
  "e_lumo_ev": -3.691,
  "smiles": "C=C([NH3+])CCC",
  "charge": 1,
  "molar_mass_g_mol": 86.16,
  "homo_ev": -14.28,
  "elements": ["C", "C", "N", "C", "C", "C", "H", "H", "H", "H", "H", "H", "H", "H", "H", "H", "H", "H"],
  "positions_angstrom": [[-1.4997, 0.9431, -0.1463], [-0.4562, 0.6167, 0.5995], [-0.6663, 0.7268, 2.1040], [0.9558, 0.2486, 0.2948], [1.2900, -0.6154, -0.9599], [0.1089, -1.2627, -1.7163], [-2.5114, 1.1327, 0.2643], [-1.4547, 0.7263, -1.2183], [-1.0937, 1.6169, 2.3465], [-1.3382, 0.0588, 2.5306], [0.2372, 0.5593, 2.5350], [1.5817, 1.1161, 0.3655], [1.4754, -0.2453, 1.1473], [2.0966, -1.3133, -0.7212], [1.8146, -0.0701, -1.7860], [0.3137, -2.2243, -2.2031], [-0.6741, -1.3277, -0.8603], [-0.1798, -0.6865, -2.5761]],
  "mulliken_charge": [-0.750, 0.361, -0.326, -0.800, -0.457, -1.171, 0.274, 0.286, 0.386, 0.341, 0.358, 0.453, 0.442, 0.371, 0.317, 0.320, 0.328, 0.269]
}



Decreasing stability: R), Q), P)



P) {
  "formula": "C5H12N",
  "method": "the ωB97M-V functional and the def2-TZVPD basis",
  "e_lumo_ev": -4.201,
  "smiles": "C/C=C/CC[NH3+]",
  "charge": 1,
  "molar_mass_g_mol": 86.16,
  "homo_ev": -11.82,
  "elements": ["C", "C", "C", "C", "C", "N", "H", "H", "H", "H", "H", "H", "H", "H", "H", "H", "H", "H"],
  "positions_angstrom": [[-0.3817, 2.5053, -1.1132], [0.7686, 1.6003, -0.5656], [0.6038, 0.5108, 0.2437], [0.9422, -0.8979, -0.2337], [0.1174, -1.8895, 0.6884], [-1.2210, -1.3071, 0.9736], [-1.2322, 2.0365, -0.6006], [-0.4227, 2.5168, -2.1979], [-0.3892, 3.5465, -0.7331], [1.6734, 1.6549, -1.1976], [0.8450, 0.5503, 1.3401], [0.6651, -1.1871, -1.2603], [2.0039, -1.1816, -0.2980], [0.6641, -1.9497, 1.6183], [0.0871, -2.9155, 0.2956], [-1.7871, -1.4664, 0.1318], [-1.2287, -0.3068, 1.1928], [-1.7079, -1.8197, 1.7157]],
  "mulliken_charge": [-0.955, -0.269, -0.571, -0.301, -0.758, -0.233, 0.259, 0.308, 0.316, 0.346, 0.330, 0.335, 0.376, 0.346, 0.371, 0.357, 0.379, 0.363]
}



Q) {
  "formula": "C5H12N",
  "method": "the ωB97M-V functional and the def2-TZVPD basis",
  "e_lumo_ev": -3.757,
  "charge": 1,
  "molar_mass_g_mol": 86.16,
  "homo_ev": -13.65,
  "elements": ["C", "C", "N", "H", "H", "H", "H", "H", "H", "C", "C", "C", "H", "H", "H", "H", "H", "H"],
  "positions_angstrom": [[0.0016, -1.4877, 0.3216], [0.9599, -1.7235, 1.1910], [-1.3656, -1.1861, 0.8114], [0.0835, -1.3545, -0.7451], [1.9995, -1.6176, 0.9122], [0.7506, -1.9874, 2.2212], [-1.4108, -1.1911, 1.8311], [-1.5838, -0.2388, 0.4598], [-2.0852, -1.8178, 0.4471], [1.3482, 1.2926, -0.3617], [0.1659, 1.1596, -1.2785], [-1.0344, 1.6915, -1.0928], [2.0427, 0.4737, -0.5389], [1.9311, 2.1842, -0.6086], [1.0124, 1.3465, 0.6704], [0.3160, 0.6089, -2.2047], [-1.8379, 1.5438, -1.8050], [-1.2937, 2.3037, -0.2305]],
  "mulliken_charge": [-0.070, -0.764, -0.259, 0.536, 0.264, 0.231, 0.371, 0.269, 0.367, -0.857, -0.008, -1.094, 0.208, 0.340, 0.321, 0.410, 0.338, 0.396]
}



Decreasing stability: Q), P)



P) {
  "formula": "C5H12N",
  "method": "the ωB97M-V functional and the def2-TZVPD basis",
  "e_lumo_ev": -3.686,
  "smiles": "C=CC[C@@H](C)[NH3+]",
  "charge": 1,
  "molar_mass_g_mol": 86.16,
  "homo_ev": -13.10,
  "elements": ["C", "C", "C", "C", "C", "N", "H", "H", "H", "H", "H", "H", "H", "H", "H", "H", "H", "H"],
  "positions_angstrom": [[-2.3588, -0.8280, -0.3173], [-1.5629, -0.5863, 0.8216], [-0.0512, -0.5322, 0.9750], [0.6225, -0.1100, -0.3237], [0.1913, 1.2716, -0.9315], [2.0626, -0.0093, 0.0576], [-3.4181, -1.0165, -0.0850], [-2.1999, -0.9779, -1.3671], [-2.0954, -0.1291, 1.7049], [0.2208, 0.2495, 1.7443], [0.2968, -1.4747, 1.3905], [0.5086, -0.9209, -1.1183], [0.6270, 2.1472, -0.2435], [0.5620, 1.4955, -1.9655], [-0.8034, 1.2787, -1.0546], [2.6638, 0.6111, -0.5093], [2.5643, -0.9076, 0.2234], [2.1700, 0.4388, 0.9983]],
  "mulliken_charge": [-0.804, -0.353, -0.480, 0.132, -1.320, -0.322, 0.253, 0.301, 0.279, 0.389, 0.384, 0.257, 0.309, 0.355, 0.481, 0.358, 0.378, 0.403]
}



Q) {
  "formula": "C5H12N",
  "method": "the ωB97M-V functional and the def2-TZVPD basis",
  "e_lumo_ev": -3.269,
  "smiles": "C[C@@H]1CCC[NH2+]1",
  "charge": 1,
  "molar_mass_g_mol": 86.16,
  "homo_ev": -16.26,
  "elements": ["C", "C", "C", "C", "C", "N", "H", "H", "H", "H", "H", "H", "H", "H", "H", "H", "H", "H"],
  "positions_angstrom": [[-0.2969, 1.0029, -1.9454], [0.0363, 0.6118, -0.5314], [1.0414, -0.5474, -0.3659], [0.9564, -0.8204, 1.1469], [-0.4442, -0.3329, 1.5845], [-1.0903, 0.0338, 0.2600], [0.5926, 1.2571, -2.5110], [-1.0316, 1.8092, -1.9586], [-0.7562, 0.1493, -2.4576], [0.4112, 1.4716, 0.0274], [0.7205, -1.3350, -1.0493], [2.0194, -0.2007, -0.6897], [1.7224, -0.2369, 1.6552], [1.1758, -1.8400, 1.4580], [-0.4477, 0.5515, 2.2142], [-1.0804, -1.0637, 2.0728], [-1.3172, -0.8563, -0.1948], [-1.9843, 0.5309, 0.2839]],
  "mulliken_charge": [-1.423, 0.203, -0.799, -0.432, -0.597, -0.196, 0.392, 0.383, 0.358, 0.258, 0.356, 0.402, 0.289, 0.343, 0.324, 0.355, 0.418, 0.365]
}



Decreasing stability: Q), P)